{"formula": "C44H35Cl2MoN8P2SSe2", "method": "wB97M-V/def2-TZVPD", "symbols": ["Mo", "N", "C", "C", "C", "C", "C", "C", "S", "N", "C", "C", "C", "C", "C", "C", "N", "H", "H", "H", "H", "H", "H", "H", "H", "H", "Se", "P", "C", "C", "C", "C", "C", "C", "C", "C", "C", "C", "C", "C", "C", "C", "N", "N", "N", "P", "Se", "C", "C", "C", "C", "C", "C", "C", "C", "C", "C", "C", "C", "H", "H", "H", "H", "H", "H", "H", "H", "H", "H", "H", "H", "H", "H", "H", "H", "H", "H", "H", "H", "Cl", "C", "C", "C", "C", "C", "Cl", "C", "N", "H", "H", "H", "N", "H", "H", "H"], "xyz": [[-1.70, 1.64, 0.06], [-5.68, 1.63, -1.62], [-6.70, 1.49, -0.64], [-8.01, 1.27, -1.01], [-9.00, 1.12, -0.04], [-8.66, 1.17, 1.30], [-7.34, 1.39, 1.67], [-6.37, 1.58, 0.70], [-4.74, 2.01, 1.22], [-3.82, 1.69, -0.19], [-4.34, 1.58, -1.33], [-3.37, 1.45, -2.45], [-3.74, 1.19, -3.75], [-2.77, 1.14, -4.74], [-1.47, 1.37, -4.40], [-1.17, 1.60, -3.07], [-2.10, 1.62, -2.11], [-5.97, 1.53, -2.57], [-8.27, 1.21, -2.07], [-10.03, 0.96, -0.34], [-9.42, 1.03, 2.07], [-7.06, 1.44, 2.72], [-4.78, 1.00, -4.00], [-3.04, 0.93, -5.77], [-0.67, 1.36, -5.14], [-0.16, 1.78, -2.74], [5.61, 2.24, -1.01], [4.31, 0.66, -0.58], [4.62, -0.13, 1.01], [5.78, -0.90, 1.15], [6.14, -1.39, 2.39], [5.36, -1.11, 3.51], [4.22, -0.34, 3.38], [3.85, 0.16, 2.13], [4.39, -0.69, -1.78], [4.90, -0.45, -3.06], [4.99, -1.49, -3.97], [4.59, -2.77, -3.62], [4.10, -3.02, -2.34], [4.01, -1.98, -1.42], [2.54, 1.20, -0.50], [1.29, 0.61, -0.34], [0.38, 1.63, -0.34], [1.04, 2.79, -0.49], [2.32, 2.55, -0.58], [0.62, -1.05, -0.27], [-1.56, -0.92, -0.15], [1.08, -1.91, -1.78], [1.71, -1.23, -2.82], [1.95, -1.89, -4.02], [1.55, -3.21, -4.19], [0.90, -3.88, -3.16], [0.65, -3.23, -1.95], [1.21, -1.90, 1.18], [1.87, -3.13, 1.15], [2.23, -3.74, 2.34], [1.92, -3.15, 3.56], [1.24, -1.93, 3.59], [0.88, -1.31, 2.41], [6.40, -1.10, 0.28], [7.04, -1.99, 2.49], [5.65, -1.49, 4.48], [3.61, -0.11, 4.25], [2.97, 0.79, 2.03], [5.24, 0.55, -3.31], [5.41, -1.31, -4.96], [4.67, -3.59, -4.33], [3.81, -4.02, -2.05], [3.67, -2.17, -0.42], [2.04, -0.21, -2.69], [2.46, -1.37, -4.83], [1.74, -3.72, -5.13], [0.59, -4.91, -3.29], [0.12, -3.74, -1.16], [2.09, -3.60, 0.20], [2.75, -4.70, 2.32], [2.20, -3.64, 4.48], [0.99, -1.47, 4.54], [0.34, -0.37, 2.43], [-0.28, 4.26, 2.84], [-0.97, 3.01, 3.82], [-0.87, 3.15, 5.20], [-1.39, 2.17, 6.02], [-2.00, 1.06, 5.47], [-2.10, 0.93, 4.10], [-2.87, -0.50, 3.50], [-1.59, 1.90, 3.22], [-1.65, 1.79, 1.80], [-0.39, 4.03, 5.61], [-1.31, 2.27, 7.10], [-2.41, 0.28, 6.11], [-1.61, 3.87, -0.32], [-0.63, 4.08, -0.52], [-1.83, 4.33, 0.55], [-2.19, 4.25, -1.04]], "charge": 1, "homo_ev": -9.6, "multiplicity": 1}

{"formula": "C6H9NiO4", "method": "wB97M-V/def2-TZVPD", "symbols": ["O", "C", "C", "H", "H", "H", "O", "C", "O", "Ni", "O", "C", "H", "C", "H", "H", "C", "H", "H", "H"], "xyz": [[1.96, -2.25, -1.18], [1.41, -2.83, -0.03], [0.80, -4.01, -0.05], [1.60, -2.24, 0.87], [0.41, -4.42, 0.88], [0.66, -4.57, -0.98], [0.00, 1.90, 1.04], [-0.22, 0.84, 0.30], [-0.18, -0.27, 0.90], [-0.70, -0.56, -0.95], [0.16, -1.52, -2.33], [1.24, -2.09, -2.25], [1.67, -2.62, -3.11], [-0.51, 3.16, 0.58], [0.30, 3.88, 0.73], [-0.73, 3.08, -0.49], [-1.74, 3.55, 1.37], [-2.56, 2.84, 1.20], [-1.52, 3.58, 2.45], [-2.07, 4.55, 1.06]], "charge": 1, "homo_ev": [-13.7, -14.2], "multiplicity": 3}

{"formula": "C11H18ClMoN2O2Si", "method": "wB97M-V/def2-TZVPD", "symbols": ["Mo", "C", "C", "C", "C", "C", "C", "N", "N", "Si", "C", "C", "C", "H", "H", "H", "H", "H", "H", "H", "H", "H", "H", "H", "H", "H", "H", "H", "Cl", "C", "C", "O", "O", "H", "H", "H"], "xyz": [[0.00, 0.00, 0.00], [0.52, 0.69, 4.22], [0.12, -0.49, 3.40], [0.04, -1.76, 3.97], [-0.32, -2.88, 3.21], [-0.65, -2.81, 1.84], [-0.64, -1.59, 1.17], [-0.17, -0.29, 2.11], [-1.07, -1.85, -0.41], [-2.82, -1.63, -0.61], [-3.76, -1.20, 0.93], [-3.49, -3.26, -1.31], [-3.09, -0.32, -1.93], [-0.21, 0.86, 5.03], [0.56, 1.60, 3.61], [1.51, 0.53, 4.66], [0.27, -1.89, 5.02], [-0.36, -3.85, 3.69], [-0.92, -3.71, 1.31], [-3.67, -1.99, 1.69], [-4.82, -1.08, 0.71], [-3.40, -0.26, 1.37], [-3.34, -4.07, -0.60], [-2.97, -3.51, -2.25], [-4.56, -3.17, -1.52], [-2.74, 0.65, -1.59], [-4.16, -0.23, -2.16], [-2.57, -0.58, -2.85], [4.37, 0.30, -3.15], [4.10, 0.41, -1.39], [2.99, -0.55, -0.95], [3.32, -1.77, -0.85], [1.88, 0.00, -0.67], [3.84, 1.44, -1.15], [5.03, 0.16, -0.88], [-0.86, 1.48, -0.61]], "charge": 1, "homo_ev": [-12.9, -12.9], "multiplicity": 3}

{"formula": "C8H16ClIN2OPS", "method": "wB97M-V/def2-TZVPD", "symbols": ["C", "C", "O", "C", "C", "P", "S", "C", "I", "C", "N", "N", "Cl", "C", "C", "H", "H", "H", "H", "H", "H", "H", "H", "H", "H", "H", "H", "H", "H", "H", "H"], "xyz": [[3.49, -0.25, 0.26], [2.08, 0.13, 0.70], [2.08, 1.18, 1.67], [1.25, 0.67, -0.47], [-0.27, 0.43, -0.40], [-0.97, 1.21, -1.96], [-0.55, 0.33, -3.62], [-0.92, 0.99, 0.89], [-1.42, 3.08, 0.90], [-2.18, 0.17, 1.04], [-3.27, 0.50, 1.78], [-2.07, -0.90, 0.30], [-3.27, -2.05, 0.10], [-0.69, -1.05, -0.27], [-0.48, -2.12, -1.32], [3.51, -1.28, -0.12], [3.82, 0.41, -0.55], [4.19, -0.14, 1.08], [1.61, -0.76, 1.15], [2.65, 0.93, 2.41], [1.39, 1.76, -0.45], [1.63, 0.29, -1.42], [-2.34, 1.38, -1.69], [-0.42, 2.50, -1.86], [-0.25, 0.86, 1.75], [-3.17, 0.29, 2.77], [-4.11, 0.04, 1.44], [-0.12, -1.41, 0.60], [0.59, -2.16, -1.54], [-0.77, -3.09, -0.91], [-1.04, -1.95, -2.24]], "charge": 1, "homo_ev": -11.8, "multiplicity": 1}

{"formula": "C27H26F6N2O5PRuS2", "method": "wB97M-V/def2-TZVPD", "symbols": ["Ru", "C", "C", "C", "C", "C", "O", "C", "N", "C", "C", "C", "C", "C", "C", "P", "C", "C", "C", "C", "C", "C", "C", "C", "C", "C", "C", "C", "H", "H", "H", "H", "H", "H", "H", "H", "H", "H", "H", "H", "H", "H", "H", "H", "H", "H", "H", "H", "H", "H", "H", "H", "F", "C", "F", "F", "S", "O", "O", "N", "S", "O", "O", "C", "F", "F", "F", "C", "H", "H"], "xyz": [[0.25, -0.68, 1.17], [1.29, -3.56, -0.31], [2.50, -2.89, -0.96], [3.55, -3.98, -1.19], [3.07, -1.77, -0.09], [4.39, -1.22, -0.64], [4.28, 0.20, -0.45], [3.00, 0.47, -0.20], [2.23, -0.55, -0.02], [2.68, 1.92, -0.21], [3.74, 2.77, -0.50], [3.56, 4.14, -0.60], [2.30, 4.68, -0.45], [1.23, 3.85, -0.16], [1.40, 2.47, -0.02], [-0.12, 1.54, 0.31], [-0.98, 1.44, -1.27], [-0.78, 0.32, -2.07], [-1.40, 0.24, -3.31], [-2.21, 1.28, -3.74], [-2.40, 2.40, -2.95], [-1.79, 2.48, -1.71], [-1.13, 2.49, 1.46], [-0.55, 3.31, 2.43], [-1.35, 3.92, 3.38], [-2.72, 3.70, 3.38], [-3.30, 2.88, 2.43], [-2.51, 2.27, 1.47], [0.88, -4.32, -0.96], [-0.57, -2.78, -0.50], [1.59, -4.04, 0.62], [2.19, -2.46, -1.92], [3.91, -4.38, -0.24], [4.42, -3.60, -1.74], [3.14, -4.80, -1.77], [3.20, -2.15, 0.93], [4.50, -1.39, -1.71], [5.28, -1.57, -0.11], [4.73, 2.36, -0.64], [4.41, 4.78, -0.82], [2.14, 5.75, -0.55], [0.25, 4.28, -0.03], [-0.15, -0.49, -1.73], [-1.28, -0.65, -3.92], [-2.71, 1.21, -4.70], [-3.04, 3.20, -3.28], [-1.96, 3.35, -1.08], [0.52, 3.47, 2.45], [-0.90, 4.56, 4.13], [-3.34, 4.17, 4.13], [-4.36, 2.69, 2.44], [-2.97, 1.62, 0.74], [-1.60, -3.07, 2.42], [-2.78, -2.45, 2.61], [-2.64, -1.59, 3.61], [-3.70, -3.35, 2.91], [-3.22, -1.54, 1.07], [-1.93, -0.85, 0.76], [-4.28, -0.66, 1.42], [-3.56, -2.64, 0.06], [-2.61, -2.94, -1.23], [0.27, -2.60, -0.01], [-3.14, -2.41, -2.47], [-2.98, -4.76, -1.22], [-2.36, -5.31, -2.27], [-2.47, -5.29, -0.10], [-4.27, -5.03, -1.29], [0.93, 0.22, 2.71], [0.26, 0.80, 3.35], [1.97, 0.53, 2.77]], "charge": 1, "homo_ev": [-11.1, -11.9], "multiplicity": 5}

{"formula": "C30H24IO7P2", "method": "wB97M-V/def2-TZVPD", "symbols": ["O", "P", "I", "C", "C", "O", "P", "O", "H", "H", "H", "H", "H", "H", "H", "H", "C", "C", "C", "C", "C", "C", "C", "O", "C", "C", "C", "C", "C", "C", "C", "O", "H", "H", "H", "H", "H", "H", "H", "H", "C", "C", "C", "C", "C", "C", "C", "O", "C", "C", "C", "C", "C", "C", "C", "O", "H", "H", "H", "H", "H", "H", "H", "H"], "xyz": [[-6.23, 3.81, 0.55], [-6.13, 2.37, 1.56], [-8.46, 1.52, 1.90], [-5.22, 1.05, 0.53], [-3.62, 0.99, 0.87], [-3.02, 0.39, -0.37], [-3.77, 1.26, -1.71], [-5.28, 1.56, -0.84], [-5.67, 4.54, 0.97], [-5.64, -0.04, 0.45], [-3.36, 2.15, 0.97], [-3.23, 0.42, 1.82], [-2.50, 0.96, -2.39], [-4.32, 0.10, -2.38], [-4.15, 2.08, -2.86], [-3.06, 2.42, -1.23], [-0.75, -0.94, -2.36], [-0.97, -1.88, -3.36], [-0.14, -1.92, -4.48], [0.91, -1.00, -4.60], [1.12, -0.05, -3.61], [0.30, -0.02, -2.48], [2.20, 0.96, -3.76], [2.38, 1.80, -2.88], [3.04, 0.94, -4.97], [4.03, 1.92, -5.14], [4.84, 1.90, -6.28], [4.67, 0.90, -7.24], [3.68, -0.08, -7.07], [2.86, -0.05, -5.94], [1.80, -1.06, -5.78], [1.65, -1.94, -6.63], [-1.39, -0.91, -1.48], [-1.79, -2.59, -3.27], [-0.32, -2.66, -5.26], [0.46, 0.72, -1.70], [4.16, 2.70, -4.40], [5.60, 2.66, -6.42], [5.31, 0.88, -8.12], [3.56, -0.85, -7.82], [0.51, -2.40, 8.34], [-0.54, -1.50, 8.23], [-0.73, -0.77, 7.05], [0.16, -0.94, 5.98], [1.23, -1.83, 6.10], [1.40, -2.57, 7.28], [2.20, -1.97, 5.00], [3.14, -2.75, 5.10], [2.03, -1.16, 3.77], [2.97, -1.25, 2.74], [2.81, -0.50, 1.58], [1.70, 0.33, 1.43], [0.76, 0.43, 2.46], [0.93, -0.32, 3.64], [-0.05, -0.18, 4.73], [-1.02, 0.55, 4.61], [0.65, -2.97, 9.25], [-1.23, -1.36, 9.07], [-1.56, -0.07, 6.98], [2.23, -3.27, 7.37], [3.84, -1.90, 2.84], [3.54, -0.57, 0.78], [1.57, 0.91, 0.52], [-0.10, 1.08, 2.35]], "charge": -1, "homo_ev": -4.2, "multiplicity": 1}

{"formula": "C36H30F2ILaN8O11S2", "method": "wB97M-V/def2-TZVPD", "symbols": ["La", "N", "C", "S", "N", "N", "C", "C", "C", "C", "C", "C", "C", "C", "C", "C", "C", "C", "N", "H", "H", "H", "H", "H", "H", "H", "H", "H", "H", "H", "O", "C", "O", "C", "C", "C", "C", "C", "C", "O", "N", "O", "O", "N", "O", "O", "H", "H", "F", "C", "F", "H", "C", "C", "C", "C", "C", "C", "C", "S", "O", "O", "N", "C", "C", "C", "O", "O", "H", "H", "H", "H", "H", "H", "H", "H", "H", "H", "H", "H", "I", "C", "C", "C", "C", "N", "C", "H", "H", "H", "H"], "xyz": [[-0.09, -0.28, 0.59], [-2.34, 3.80, -0.57], [-1.59, 3.00, 0.28], [0.08, 2.78, -0.05], [-2.28, 2.59, 1.32], [-1.66, 1.61, 2.05], [-1.76, 1.74, 3.32], [-2.34, 2.97, 3.93], [-1.69, 4.19, 3.74], [-2.19, 5.34, 4.33], [-3.34, 5.29, 5.11], [-3.99, 4.08, 5.29], [-3.49, 2.92, 4.71], [-1.17, 0.68, 4.18], [-0.98, 0.89, 5.55], [-0.37, -0.09, 6.30], [0.06, -1.25, 5.68], [-0.18, -1.38, 4.32], [-0.79, -0.45, 3.59], [-1.79, 4.44, -1.12], [-3.19, 4.15, -0.17], [-0.80, 4.21, 3.11], [-1.68, 6.29, 4.17], [-3.73, 6.20, 5.56], [-4.89, 4.04, 5.89], [-3.99, 1.98, 4.85], [-1.30, 1.83, 6.00], [-0.20, 0.06, 7.36], [0.57, -2.03, 6.22], [0.17, -2.26, 3.79], [2.63, -2.10, 2.22], [2.55, -0.95, 1.80], [1.60, -0.11, 2.07], [3.62, -0.38, 0.91], [4.92, -0.49, 1.29], [5.93, 0.13, 0.54], [5.63, 0.84, -0.59], [4.32, 0.95, -1.01], [3.21, 0.35, -0.29], [2.01, 0.42, -0.63], [4.12, 1.75, -2.22], [5.10, 2.28, -2.75], [2.99, 1.90, -2.63], [7.32, 0.04, 0.96], [8.18, 0.59, 0.29], [7.57, -0.57, 1.99], [5.18, -1.05, 2.18], [6.40, 1.32, -1.16], [1.25, -2.13, -1.55], [0.68, -2.50, -0.29], [-0.44, -3.31, -0.70], [1.39, -3.23, 0.10], [2.52, 2.13, -6.57], [1.74, 0.87, -6.26], [0.99, 0.23, -7.24], [0.25, -0.91, -6.94], [0.28, -1.42, -5.65], [1.03, -0.79, -4.65], [1.75, 0.35, -4.97], [-0.64, -2.86, -5.23], [-1.67, -3.01, -6.22], [0.30, -3.92, -4.98], [-1.32, -2.49, -3.82], [-2.32, -1.39, -3.81], [-2.96, -1.32, -2.42], [-2.07, -0.70, -1.36], [-2.50, -0.65, -0.17], [-0.92, -0.26, -1.69], [2.66, 2.25, -7.65], [3.50, 2.11, -6.09], [2.00, 3.01, -6.19], [0.98, 0.63, -8.25], [-0.35, -1.41, -7.70], [1.05, -1.17, -3.64], [2.34, 0.82, -4.19], [-0.62, -2.46, -3.08], [-3.05, -1.65, -4.57], [-1.90, -0.42, -4.05], [-3.26, -2.32, -2.10], [-3.86, -0.70, -2.45], [-5.89, -3.56, 2.06], [-3.81, -3.72, 2.02], [-3.20, -4.96, 2.13], [-1.82, -5.02, 2.10], [-1.11, -3.83, 1.95], [-1.70, -2.64, 1.85], [-3.03, -2.58, 1.88], [-3.79, -5.86, 2.23], [-1.30, -5.96, 2.17], [-0.03, -3.84, 1.91], [-3.48, -1.60, 1.77]], "charge": -2, "homo_ev": -2.8, "multiplicity": 1}

{"formula": "C27H27N3O7P2Sn", "method": "wB97M-V/def2-TZVPD", "symbols": ["C", "C", "C", "C", "C", "C", "C", "C", "C", "C", "C", "C", "C", "H", "H", "H", "H", "H", "H", "H", "N", "Sn", "C", "H", "H", "C", "H", "H", "P", "P", "C", "H", "H", "H", "C", "H", "H", "H", "C", "H", "H", "H", "C", "H", "H", "H", "C", "O", "H", "O", "C", "O", "C", "C", "C", "C", "C", "C", "N", "O", "O", "N", "O", "O", "H", "H", "H"], "xyz": [[-2.30, 2.71, -3.73], [-2.01, 1.40, -3.34], [-0.65, 0.95, -3.42], [0.35, 1.96, -3.29], [0.06, 3.28, -3.66], [-1.26, 3.63, -3.98], [1.56, 1.55, -2.53], [1.99, 0.18, -2.94], [0.94, -0.76, -3.10], [1.23, -2.10, -2.66], [2.55, -2.53, -2.70], [3.60, -1.62, -2.94], [3.32, -0.25, -2.95], [-3.33, 3.04, -3.77], [0.88, 4.01, -3.66], [-1.48, 4.65, -4.30], [2.36, 2.29, -2.58], [2.79, -3.57, -2.46], [4.63, -1.95, -2.99], [4.11, 0.51, -2.92], [-0.33, -0.37, -3.42], [-0.34, 0.41, 0.75], [-3.01, 0.55, -2.58], [-2.87, -0.51, -2.84], [-4.04, 0.89, -2.80], [0.14, -2.86, -1.95], [-0.81, -2.76, -2.49], [0.43, -3.92, -1.84], [-2.79, 0.62, -0.71], [-0.18, -2.20, -0.21], [1.17, -3.00, 0.71], [0.93, -3.06, 1.78], [1.30, -4.02, 0.32], [2.11, -2.44, 0.60], [-1.58, -3.31, 0.21], [-1.23, -4.34, 0.15], [-1.95, -3.11, 1.22], [-2.39, -3.15, -0.51], [-3.34, 2.31, -0.28], [-4.41, 2.39, -0.50], [-3.17, 2.49, 0.80], [-2.78, 3.06, -0.85], [-4.20, -0.36, -0.10], [-4.14, -0.46, 0.99], [-5.13, 0.15, -0.36], [-4.19, -1.36, -0.54], [-0.88, -0.88, 2.86], [-0.77, -1.16, 3.96], [1.20, 1.43, -1.43], [3.47, -0.43, 1.08], [2.57, 0.33, 1.38], [1.72, 0.89, 0.50], [2.20, 0.68, 2.82], [1.26, 1.67, 3.13], [0.70, 1.71, 4.42], [1.17, 0.90, 5.45], [2.14, -0.07, 5.14], [2.67, -0.16, 3.83], [2.47, -1.09, 6.10], [2.01, -1.00, 7.26], [3.21, -2.02, 5.72], [-0.57, 2.40, 4.54], [-1.13, 2.76, 3.47], [-1.07, 2.59, 5.67], [0.94, 2.41, 2.39], [0.76, 0.97, 6.46], [3.41, -0.92, 3.60]], "charge": 2, "homo_ev": -14.1, "multiplicity": 1}

Number 1: F_max 3.0 eV/Å. Number 2: F_max 2.3 eV/Å. Number 3: F_max 7.5 eV/Å. Number 4: F_max 1.1 eV/Å. Number 5: F_max 0.3 eV/Å. Number 6: F_max 4.0 eV/Å. Number 7: F_max 2.5 eV/Å. Number 8: F_max 4.1 eV/Å.